This record from OMol25 describes a molecular structure, CH2N2O3S. The level of theory is the ωB97M-V functional and the def2-TZVPD basis.

```
9
Properties=species:S:1:pos:R:3:forces:R:3:nbo_charge:R:1
C -1.11154 0.00915 0.01336 0.3 -0.8 1.6 0.746
N -0.06871 -0.01501 1.08262 0.3 0.4 -0.8 -0.904
N -0.49947 0.00541 -1.14706 5.1 1.8 3.3 -0.802
O -2.25525 -0.11755 0.22751 -2.9 0.2 1.0 -0.575
O 1.91337 1.19724 -0.03866 0.7 1.9 -0.1 -0.849
O 1.92481 -1.21355 -0.22417 -0.4 -0.5 0.3 -0.837
S 1.21558 -0.00832 -0.01412 -3.1 -1.1 -0.8 2.346
H -0.17389 0.49285 2.02287 0.6 -0.8 -2.2 0.459
H -0.94492 -0.35023 -1.92236 -0.6 -1.2 -2.2 0.416
```
Forces are in eV/Å.

## Properties
* highest occupied orbital energy: -10.867 eV
* energy above the lowest of the compared OMol25 structures with the same formula, charge and spin: 1.3979 eV
* charge: 0
* Kohn-Sham gap: 10.4 eV
* 2S+1: 1
* LUMO level: -0.0167 Ha